1.
Entry from OMol25: 2 unconnected molecules or ions with the total composition C2ClNO2 (the ωB97M-V functional and the def2-TZVPD basis).

Calculated values
Multiplicity: 1

Element x y z (Å)
C 0.365 0.233 -1.080
C -1.248 -0.486 1.297
N 1.205 -0.212 -0.410
O -0.187 0.585 -2.010
O -1.713 0.462 0.956
Cl 1.578 -0.582 1.247

Charges in e, computed with Mulliken, in the same order as the atoms: atom 1 (C): 0.59, atom 2 (C): 0.10, atom 3 (N): -0.22, atom 4 (O): -0.36, atom 5 (O): -0.13, atom 6 (Cl): 0.03

2.
Entry from OMol25: 2 unconnected molecules or ions with the total composition C2ClNO2 (the ωB97M-V functional and the def2-TZVPD basis).

Calculated values
Multiplicity: 1

Element x y z (Å)
C -0.129 -0.736 0.972
C 0.696 0.672 -1.805
N -0.768 0.124 0.443
O 0.648 -1.526 1.299
O 1.777 0.547 -1.507
Cl -2.225 0.918 0.598

Charges in e, computed with Mulliken, in the same order as the atoms: atom 1 (C): 0.64, atom 2 (C): 0.13, atom 3 (N): -0.26, atom 4 (O): -0.38, atom 5 (O): -0.15, atom 6 (Cl): 0.01

Bottom line: 2, by a margin of 11.1 kcal/mol.